49
Properties=species:S:1:pos:R:3:forces:R:3 method="wB97M-V/def2-TZVPD" spin_multiplicity=4 de_lowest_kj_mol=0.0 homo_energy_ev="-9.29 / -9.30" total_charge=+1 homo_lumo_gap_ha="0.20002 / 0.19766" largest_force_ev_per_a=0.5
Re -0.126934 0.749498 0.121075 -0.2 0.1 0.3
Br -0.679958 2.662636 7.341465 0.0 0.0 0.0
C -0.825897 2.301736 5.498236 -0.1 0.0 -0.1
C -2.054757 2.499428 4.849046 0.0 0.0 0.1
C -2.181756 2.242698 3.507027 0.0 0.0 0.0
C -1.091690 1.768963 2.767042 -0.1 0.0 -0.1
O -1.281864 1.541898 1.471421 0.1 0.1 -0.1
C 0.137330 1.566444 3.413060 0.2 0.0 0.1
C 1.308289 1.071929 2.762751 0.0 -0.1 0.0
N 1.406756 0.721206 1.517813 0.2 -0.1 -0.2
C 2.634234 0.185723 1.018406 -0.3 0.1 0.1
C 3.693369 -0.243875 1.767007 0.2 -0.1 0.0
C 4.874927 -0.697149 1.136989 -0.1 0.0 0.1
C 4.985059 -0.719509 -0.221659 0.0 0.0 -0.1
C 3.883618 -0.328609 -1.021459 0.1 0.0 0.0
C 3.900856 -0.329953 -2.435214 0.1 -0.1 0.0
C 2.792976 0.052569 -3.133376 -0.2 0.0 0.0
C 1.629146 0.395806 -2.425622 0.1 0.0 -0.1
N 1.570789 0.390622 -1.109027 0.0 -0.1 0.1
C 2.704729 0.084573 -0.388846 -0.2 0.0 -0.1
C 0.251662 1.848741 4.794141 0.0 0.0 -0.1
H -2.904136 2.856229 5.415582 0.0 0.0 0.0
H -3.121575 2.388925 2.992623 0.0 0.0 0.0
H 2.196831 0.999191 3.380991 0.0 0.0 0.0
H 3.643251 -0.255690 2.846012 0.0 0.0 0.0
H 5.699675 -1.025576 1.753823 0.0 0.0 0.0
H 5.896589 -1.050130 -0.701475 0.0 0.0 0.0
H 4.803817 -0.630164 -2.952475 0.0 0.0 0.0
H 2.783189 0.083899 -4.213041 0.0 0.0 0.0
H 0.718730 0.683129 -2.936907 0.0 0.0 0.0
H 1.200928 1.689467 5.289026 0.0 0.0 0.0
C -3.524369 -2.536098 -4.576296 0.0 0.0 0.0
C -3.381021 -1.194566 -3.963704 -0.1 0.1 -0.2
N -4.144099 -0.166819 -4.170286 0.2 -0.1 0.1
N -3.616573 0.806616 -3.370429 -0.1 -0.1 -0.1
C -2.568693 0.405434 -2.657103 0.0 0.2 0.4
S -1.787818 1.431514 -1.515421 0.0 -0.1 -0.2
N -2.390421 -0.872677 -3.052009 0.1 -0.2 0.2
N -1.404649 -1.710593 -2.535832 0.0 0.2 -0.2
H -4.320463 -2.496662 -5.314752 0.0 0.0 0.0
H -3.788359 -3.283594 -3.826280 0.0 0.0 0.0
H -2.601879 -2.845817 -5.067984 0.0 0.0 0.0
H -4.043636 1.718112 -3.321469 0.0 0.0 0.0
H -0.604965 -1.711830 -3.160936 0.0 -0.1 0.0
H -1.777101 -2.649198 -2.448625 0.0 0.0 0.1
Te -0.694662 -1.768897 0.715102 0.2 -0.1 -0.2
Te -0.041846 -2.211590 3.215548 0.0 0.0 0.0
Te -4.318831 -3.199961 2.188744 0.1 0.0 0.0
Te -3.438805 -1.218030 0.757310 -0.1 0.0 0.0



9
Properties=species:S:1:pos:R:3:forces:R:3 method="wB97M-V/def2-TZVPD" spin_multiplicity=1 de_lowest_kj_mol=232.9 homo_energy_ev="-8.97 / -8.94" homo_lumo_gap_ha="0.27092 / 0.26893" largest_force_ev_per_a=3.3
C -0.567599 1.163811 1.028814 -0.1 -1.6 0.2
N -0.940717 0.255894 -1.514503 3.0 -0.4 0.3
O 1.459594 0.549729 -0.732451 -1.1 0.2 0.5
F 1.039362 -1.876935 -0.343886 -1.0 -1.0 0.8
F -1.803280 0.607523 1.292376 0.8 0.8 0.0
S 0.083025 0.284103 -0.361610 -0.8 2.1 -2.4
I 0.792120 0.980453 2.614999 -0.1 0.2 0.5
H -1.852632 0.129150 -1.178217 -1.7 -0.2 0.7
H 1.790128 -2.093728 -0.805522 1.0 -0.1 -0.7



80
Properties=species:S:1:pos:R:3:forces:R:3 method="wB97M-V/def2-TZVPD" spin_multiplicity=4 de_lowest_kj_mol=57.2 homo_energy_ev="-3.19 / -4.15" total_charge=-1 homo_lumo_gap_ha="0.18795 / 0.22291" largest_force_ev_per_a=1.3
V -1.190561 -0.274106 1.390366 0.7 -0.9 0.1
C -3.424964 -2.420841 1.324440 0.0 0.0 0.0
C -2.506220 -2.853447 0.185592 0.0 0.0 0.0
N -1.805463 -1.726789 -0.419734 -0.3 0.0 -0.3
C -2.489044 -1.031205 -1.492043 0.0 -0.1 0.0
C -3.393128 0.059387 -0.967689 0.0 0.0 0.0
C -4.521467 0.469986 -1.661432 0.0 0.0 0.0
C -5.284058 1.501785 -1.138965 0.0 0.0 0.0
C -4.893908 2.082918 0.054716 0.0 0.0 0.0
C -3.748686 1.614948 0.684228 0.0 -0.1 0.0
C -3.233504 2.226432 1.966582 0.0 -0.1 0.0
N -2.413218 1.288895 2.707508 -0.3 0.2 0.0
C -3.056404 0.457791 3.721674 0.0 0.0 -0.1
C -3.695477 -0.779774 3.107579 0.0 0.0 0.0
N -2.739332 -1.591251 2.330264 -0.2 0.0 -0.1
N -3.017897 0.618808 0.184700 -0.6 0.1 -0.5
H -3.888840 -3.309390 1.771002 0.0 0.0 0.0
H -4.235926 -1.815102 0.914190 0.0 0.0 0.0
H -3.109991 -3.397531 -0.555124 0.0 0.0 0.0
H -1.757875 -3.546488 0.567945 0.0 0.0 0.0
H -0.867169 -1.982049 -0.709490 0.1 0.1 0.1
H -3.063904 -1.703503 -2.145254 0.0 0.0 0.0
H -1.717374 -0.553639 -2.104518 0.0 0.0 0.0
H -4.790618 -0.019203 -2.588864 0.0 0.0 0.0
H -6.176061 1.842057 -1.649624 0.0 0.0 0.0
H -5.463655 2.887253 0.502340 0.0 0.0 0.0
H -4.069317 2.631334 2.552822 0.0 0.0 0.0
H -2.593473 3.066310 1.681772 0.0 0.0 0.0
H -1.626424 1.772118 3.119404 0.0 0.0 0.0
H -3.830531 1.008806 4.273922 0.0 0.0 0.0
H -2.276904 0.165678 4.425816 0.0 0.0 0.0
H -4.477733 -0.463064 2.413174 0.0 0.0 0.0
H -4.187405 -1.370369 3.889878 0.0 0.0 0.0
H -2.177279 -2.168535 2.950153 0.0 0.0 0.0
O 2.107773 4.171044 3.853357 0.0 0.0 -0.1
C 1.564193 3.234809 3.315356 0.0 0.0 0.1
C 1.113792 3.151655 1.872327 0.0 -0.1 -0.2
O 1.194234 4.025455 1.025889 0.1 0.0 0.1
C 0.481884 1.837551 1.740420 0.0 0.0 0.1
C 0.512923 1.122480 2.969043 -0.3 0.6 -0.2
O -0.147099 0.029801 3.086964 0.6 0.3 1.1
C 1.111874 1.960160 4.010079 0.2 -0.2 0.1
O 1.192771 1.740765 5.206490 0.0 0.0 0.0
O -0.149777 1.376843 0.724598 0.3 0.3 -0.2
O 1.822371 -3.923418 1.850936 0.0 0.0 0.0
S 0.582033 -3.132245 1.954695 0.0 0.1 0.0
N 0.465532 -1.827535 1.284144 -0.4 -0.1 -0.3
C 1.830395 1.533580 -5.814032 0.0 0.0 0.0
Si 1.674136 1.438129 -3.940471 0.0 0.0 0.0
C 2.787478 2.716926 -3.153070 0.0 0.0 0.0
C -0.108557 1.785337 -3.461752 0.0 0.0 0.0
C 2.159341 -0.271432 -3.354237 0.0 0.1 0.1
Te 1.637628 -0.483862 -1.268846 -0.1 -0.2 -0.1
C 2.838409 -2.243366 -0.991761 0.0 0.0 0.0
Si 4.347788 -1.884764 0.061193 -0.1 0.0 0.0
C 3.864513 -1.100089 1.681157 0.0 0.0 0.0
C 5.238807 -3.506904 0.383936 0.0 0.0 0.0
C 5.482699 -0.738660 -0.907546 0.0 0.0 0.0
H 1.580244 2.532117 -6.181153 0.0 0.0 0.0
H 1.162464 0.818999 -6.301217 0.0 0.0 0.0
H 2.850772 1.306090 -6.131728 0.0 0.0 0.0
H 2.575924 3.715283 -3.543670 0.0 0.0 0.0
H 3.840049 2.495600 -3.347404 0.0 0.0 0.0
H 2.644169 2.743760 -2.070862 0.0 0.0 0.0
H -0.416837 2.776894 -3.803154 0.0 0.0 0.0
H -0.233716 1.761840 -2.374612 0.0 0.0 0.0
H -0.787939 1.051415 -3.905089 0.0 0.0 0.0
H 3.239483 -0.408577 -3.447408 0.0 0.0 0.0
H 1.656729 -1.060544 -3.915780 0.0 0.0 0.0
H 3.101557 -2.593014 -1.992518 0.0 0.0 0.0
H 2.217959 -2.994670 -0.506773 0.0 0.0 0.0
H 3.199794 -1.765583 2.234131 0.1 0.0 0.0
H 3.337784 -0.154662 1.533108 0.0 0.0 0.0
H 4.749005 -0.900704 2.292598 0.0 0.0 0.0
H 4.585325 -4.172201 0.952983 0.0 0.0 0.0
H 6.154748 -3.351958 0.960236 0.0 0.0 0.0
H 5.508491 -4.007565 -0.549688 0.0 0.0 0.0
H 4.976797 0.205176 -1.126184 0.0 0.0 0.0
H 5.789986 -1.189939 -1.855051 0.0 0.0 0.0
H 6.385885 -0.508238 -0.336963 0.0 0.0 0.0



69
Properties=species:S:1:pos:R:3:forces:R:3 method="wB97M-V/def2-TZVPD" spin_multiplicity=6 de_lowest_kj_mol=142.5 homo_energy_ev="-13.79 / -13.68" total_charge=+2 homo_lumo_gap_ha="0.28474 / 0.11282" largest_force_ev_per_a=2.7
Os 0.116490 -1.221291 0.588410 -0.2 1.1 0.8
O -1.625038 -1.156271 -0.298216 -0.6 -0.4 -0.5
N -2.616197 -0.393079 0.060104 -0.1 0.6 0.4
N -2.290972 0.479789 0.921424 0.1 -0.5 -0.5
O -1.079836 0.597076 1.381321 0.2 -0.6 0.0
C -3.277701 1.409050 1.366934 -0.6 0.7 0.3
C -4.484863 1.531919 0.677756 0.4 -0.1 0.0
C -5.400887 2.469601 1.109404 -0.1 0.1 0.1
C -5.116927 3.273539 2.208142 0.1 0.0 0.1
C -3.920094 3.124021 2.897789 -0.2 0.1 0.0
C -2.989408 2.191653 2.480972 0.2 -0.3 -0.2
H -4.678077 0.902424 -0.178183 -0.1 0.0 0.0
H -6.345073 2.572615 0.593176 0.0 0.0 0.0
H -5.829364 4.017729 2.537166 0.0 0.0 0.0
H -3.715354 3.724088 3.773206 0.0 0.0 0.0
H -2.060150 2.054113 3.013625 0.0 0.0 0.0
N 1.789267 -1.205669 1.472227 0.3 0.1 0.3
C 2.723447 -0.810930 2.124930 0.2 0.0 -0.1
N 3.639386 -0.532418 2.857450 -0.4 -0.3 0.1
C 4.710683 0.202386 3.008834 0.5 0.4 -0.2
N 5.662049 0.841349 3.140890 -0.2 -0.1 0.1
C 1.143500 -4.653535 1.777484 -0.3 0.1 0.0
P -0.597635 -4.194612 1.672526 -0.1 -0.3 0.2
C -1.516427 -5.085967 2.926269 0.2 0.0 -0.2
C -1.176385 -4.667569 0.029302 0.0 0.1 0.3
O -0.780914 -2.680593 1.893975 0.3 -0.3 -0.5
H 1.267651 -5.733837 1.705082 0.0 0.0 0.0
H 1.542535 -4.304904 2.730411 0.0 0.0 0.0
H 1.689849 -4.174054 0.964130 0.0 0.0 0.0
H -1.349684 -6.156414 2.800509 -0.1 0.0 0.1
H -2.579620 -4.866250 2.835657 0.0 0.0 0.0
H -1.169383 -4.773149 3.910937 0.0 0.0 0.0
H -1.009300 -5.729631 -0.150194 0.0 0.0 0.0
H -0.628494 -4.089549 -0.718954 0.0 -0.1 0.0
H -2.240135 -4.448913 -0.063988 0.0 0.0 0.0
C 3.054027 -1.863538 -4.527407 0.0 0.0 -0.1
C 3.429644 -2.075794 -3.205469 -0.1 -0.1 -0.1
C 2.751575 -1.425401 -2.188205 -0.2 0.3 -0.2
C 1.723059 -0.531372 -2.509059 -0.6 0.6 0.6
C 1.326302 -0.339033 -3.831371 0.5 -0.1 0.2
C 2.012805 -0.994560 -4.840849 0.0 -0.2 -0.1
Ge 0.893672 0.523628 -1.055262 1.5 -0.9 -0.1
C -0.579894 1.620902 -1.741602 0.2 -0.8 0.2
C -1.622374 1.037446 -2.466240 2.2 -0.6 1.1
C -2.674896 1.819367 -2.917147 -1.5 1.5 -0.6
C -2.687016 3.182686 -2.648078 -0.2 0.6 0.0
C -1.652052 3.766766 -1.929132 -2.2 1.0 -1.1
C -0.599859 2.989349 -1.469538 1.3 -1.6 0.4
C 2.205689 1.587393 -0.038021 -0.7 -0.2 -0.5
C 3.536986 1.643251 -0.448031 -0.2 0.2 0.0
C 4.426583 2.453579 0.241540 0.1 0.0 0.1
C 3.998361 3.179129 1.346919 0.0 0.0 0.0
C 2.674917 3.106697 1.767961 0.1 0.0 0.1
C 1.778933 2.295720 1.088876 0.1 0.1 -0.2
H 3.572518 -2.384991 -5.321206 0.0 0.1 0.0
H 4.243458 -2.747854 -2.967834 0.0 0.0 0.0
H 3.040348 -1.585285 -1.154904 0.0 0.0 0.0
H 0.523249 0.343526 -4.077966 0.0 0.1 -0.1
H 1.731886 -0.823265 -5.871235 0.0 -0.1 0.0
H -1.615140 -0.023866 -2.687789 0.0 0.0 0.1
H -3.479752 1.364892 -3.480006 -0.1 0.1 0.0
H -3.500543 3.795221 -3.014129 0.0 0.0 0.0
H -1.656626 4.830374 -1.731160 -0.1 0.0 0.0
H 0.209703 3.448573 -0.915191 0.1 0.0 0.1
H 3.873697 1.086896 -1.314403 0.0 0.0 0.0
H 5.455576 2.516891 -0.086139 0.0 0.0 0.1
H 4.703948 3.792073 1.891227 0.0 0.0 0.0
H 2.343562 3.677728 2.625257 0.0 0.0 0.0
H 0.750713 2.220152 1.425085 0.0 0.1 0.0



17
Properties=species:S:1:pos:R:3:forces:R:3 method="wB97M-V/def2-TZVPD" spin_multiplicity=1 de_lowest_kj_mol=313.9 homo_energy_ev=-14.07 total_charge=+1 homo_lumo_gap_ha=0.37966 smiles="O=C1C[C@H]2[NH2+]CCN12" largest_force_ev_per_a=4.9
O -0.935240 -0.423806 -2.760032 0.1 -0.2 1.1
C -0.949011 -0.203201 -1.586499 -0.5 0.8 -0.8
C -1.882978 -0.624776 -0.433776 1.7 1.7 2.8
C -0.761047 0.551895 0.457493 -2.0 -2.6 -2.9
N 0.315914 0.042645 1.435048 -2.8 1.1 1.4
C 1.379742 -0.375041 0.521765 1.1 -0.9 0.9
C 1.352236 0.566336 -0.583764 0.1 3.2 -3.6
N -0.118541 0.661460 -0.822450 0.8 -0.2 0.0
H -3.000598 -0.372841 -0.257937 2.0 -0.9 -0.8
H -1.435860 -1.614165 -0.128929 -1.3 0.6 -0.1
H -1.257761 1.413460 0.813123 -0.3 0.9 0.7
H -0.198084 -0.681802 1.988334 1.2 0.3 -0.4
H 0.482917 0.839398 2.094167 0.5 -0.8 -0.7
H 1.015306 -1.318812 0.188476 0.4 -1.0 -0.4
H 2.352137 -0.421412 0.955990 0.5 -0.4 0.8
H 1.637250 1.656501 -0.345746 0.1 -1.7 0.1
H 2.003620 0.304162 -1.535263 -1.6 0.2 2.0



44
Properties=species:S:1:pos:R:3:forces:R:3 method="wB97M-V/def2-TZVPD" spin_multiplicity=1 homo_energy_ev=-10.01 homo_lumo_gap_ha=0.29637 smiles="O=C(OP(=O)(O)O)OP(=O)(O)O.O=C1C=C(O)C(=O)C=C1O.O=C1C=C(O)C(=O)C=C1O" largest_force_ev_per_a=2.2
O -8.206742 2.303335 0.473260 -1.3 -0.2 -0.2
C -7.059972 2.382124 0.693247 0.5 0.7 -0.3
O -6.180125 2.801536 -0.271419 0.1 -0.6 0.8
P -4.825474 2.048887 -0.661307 1.2 1.2 -1.5
O -4.063647 2.819548 -1.637942 -0.3 -0.1 0.2
O -4.033090 1.809098 0.689878 -0.6 -0.6 0.0
O -5.299719 0.637215 -1.213167 -0.2 -0.2 0.7
O -6.503969 2.227135 1.909720 0.5 -0.7 -0.3
P -6.680123 0.826133 2.743832 -0.5 0.2 1.7
O -7.055140 1.142877 4.116440 0.1 0.1 -0.3
O -5.349234 0.018479 2.560017 0.3 0.2 -0.5
O -7.677741 -0.084145 1.942869 -0.1 0.3 -0.3
H -3.254891 1.256348 0.493662 0.5 0.4 0.5
H -4.626964 -0.035073 -1.041654 -0.2 -0.2 -0.2
H -4.576471 0.597412 2.642706 0.0 -0.1 -0.1
H -8.572420 0.264242 2.092544 0.0 -0.3 -0.2
O -1.430625 1.447686 1.204786 0.0 0.0 -0.1
C -0.239994 1.161390 1.255739 0.1 -0.3 -0.1
C 0.289204 -0.158011 1.043095 -0.2 0.0 0.0
C 1.616375 -0.371517 1.138842 -0.2 0.0 0.0
O 2.156806 -1.551841 0.950697 0.2 0.0 0.2
C 2.574802 0.754214 1.474732 0.0 0.3 0.1
O 3.753509 0.485118 1.567366 0.0 -0.2 0.0
C 2.030537 2.087552 1.665087 0.1 0.0 0.0
C 0.710264 2.287186 1.561553 0.1 0.1 0.0
O 0.138026 3.471412 1.718049 -0.1 0.0 0.0
H -0.405310 -0.952465 0.809084 0.0 0.0 0.0
H 3.137258 -1.489196 1.046168 -0.2 0.1 -0.2
H 2.721641 2.887661 1.887742 0.0 0.0 0.0
H -0.820579 3.341547 1.587885 0.0 0.0 0.0
O 6.502520 -2.823558 -4.890590 0.0 0.1 -0.1
C 6.087632 -2.707846 -3.754440 0.0 -0.3 0.2
C 6.048882 -3.784704 -2.783416 0.0 0.0 -0.1
C 5.555937 -3.550951 -1.559811 0.1 -0.1 -0.1
O 5.485058 -4.476118 -0.614706 0.0 0.0 0.1
C 5.033231 -2.195998 -1.158318 0.0 0.3 -0.2
O 4.586559 -2.081629 -0.028343 0.2 -0.3 0.1
C 5.089138 -1.115018 -2.113356 -0.1 0.1 0.1
C 5.585644 -1.345832 -3.338768 -0.1 0.1 0.1
O 5.676302 -0.419089 -4.273871 0.0 0.0 -0.1
H 6.424028 -4.752336 -3.084085 0.0 0.0 0.0
H 5.088736 -4.047093 0.166773 0.0 0.0 0.0
H 4.726701 -0.144634 -1.804750 0.0 0.0 0.0
H 6.065621 -0.855290 -5.057661 0.0 0.0 0.0